[1]
# C32H26GeIrN4O4S2

C32H26GeIrN4O4S2 as an isolated structure (the ωB97M-V functional and the def2-TZVPD basis, the Open Molecules 2025 dataset).

The geometry in ORCA input format:
```
! RIJCOSX wB97M-V def2-TZVPD def2/J DEFGRID3
* xyz 0 2
Ir 1.4206 -0.5653 1.3117
C 1.5911 -3.6712 -0.5333
C 1.6929 -3.6408 0.9521
N 1.7972 -2.5672 1.6972
C 2.0042 -2.8780 3.0374
C 2.0095 -4.2019 3.3072
S 1.7902 -5.0909 1.8650
C 2.2354 -1.7602 3.9478
C 2.5040 -1.7887 5.2751
S 2.7219 -0.1932 5.8491
C 2.4503 0.4372 4.2778
N 2.2081 -0.4954 3.3947
C 2.4883 1.8996 3.9999
H 1.7163 -2.6617 -0.9132
H 0.6156 -4.0385 -0.8559
H 2.3618 -4.3283 -0.9405
H 2.1401 -4.6860 4.2598
H 2.5793 -2.6445 5.9240
H 2.7479 2.4574 4.8978
H 1.5230 2.2354 3.6223
H 3.2260 2.1111 3.2263
O 1.5000 5.3928 -0.6581
C 2.1031 4.7896 -1.6657
O 2.3618 5.3642 -2.6985
C 2.4973 3.3622 -1.4864
C 3.3303 2.7467 -2.3862
N 3.5368 1.4988 -1.9303
N 2.8931 1.2422 -0.7892
C 2.2478 2.3612 -0.5017
C 1.4559 2.4812 0.7603
O 1.1377 3.6164 1.1402
O 1.0762 1.4417 1.3943
H 1.3497 4.7500 0.0960
H 3.7682 3.1268 -3.2928
H 4.1111 0.7819 -2.3367
C 0.3234 -0.9431 -0.0245
Ge -1.3671 -0.4434 -0.8453
C -1.7454 -1.8209 -2.1842
C -0.7681 -2.1468 -3.1269
C -0.9737 -3.1593 -4.0530
C -2.1649 -3.8735 -4.0457
C -3.1417 -3.5694 -3.1096
C -2.9317 -2.5508 -2.1875
C -2.7665 -0.4018 0.5140
C -2.4734 -0.6338 1.8565
C -3.4713 -0.5636 2.8203
C -4.7736 -0.2569 2.4545
C -5.0774 -0.0140 1.1219
C -4.0790 -0.0837 0.1610
C -1.1706 1.3243 -1.6363
C -1.3362 2.4376 -0.8113
C -1.1965 3.7223 -1.3188
C -0.8844 3.9091 -2.6581
C -0.7095 2.8090 -3.4863
C -0.8546 1.5243 -2.9790
H 0.1783 -1.6140 -3.1315
H -0.2049 -3.3930 -4.7793
H -2.3290 -4.6645 -4.7664
H -4.0697 -4.1271 -3.0937
H -3.7017 -2.3343 -1.4560
H -1.4533 -0.8608 2.1483
H -3.2290 -0.7428 3.8606
H -5.5503 -0.1989 3.2065
H -6.0900 0.2376 0.8323
H -4.3279 0.1259 -0.8744
H -1.5757 2.3033 0.2385
H -1.3159 4.5772 -0.6656
H -0.7582 4.9097 -3.0516
H -0.4618 2.9547 -4.5303
H -0.7416 0.6769 -3.6464
*
```

Calculated total energy = -128780.808 eV
HOMO level (alpha / beta) = -0.2328 / -0.2838 hartree
M = 859.55 g/mol
Gap between HOMO and LUMO (alpha / beta) = 0.223 / 0.273 Ha
⟨S²⟩ = 0.76
ΔE to the lowest compared entry with this formula, charge and spin = 178.7 kJ/mol

***

[2]
# C32H26N6O4S3Sc

C32H26N6O4S3Sc as an isolated structure (the ωB97M-V functional and the def2-TZVPD basis, the Open Molecules 2025 dataset).

The geometry in ORCA input format:
```
! RIJCOSX wB97M-V def2-TZVPD def2/J DEFGRID3
* xyz -1 1
Sc 0.5409 0.7229 -0.2825
O 1.5072 1.8007 -1.7002
C 2.7044 2.2835 -1.8746
C 2.8930 3.4042 -2.7142
C 4.1378 3.9648 -2.8879
C 5.2645 3.4257 -2.2624
C 5.1137 2.3031 -1.4791
C 3.8577 1.7228 -1.2621
C 3.7771 0.4402 -0.6051
N 2.6786 -0.0856 -0.2159
N 2.7380 -1.4528 0.0683
C 1.5874 -1.9622 -0.2812
O 0.6374 -1.2863 -0.8279
C 1.3304 -3.4049 -0.0215
C 2.3153 -4.2295 0.5169
C 2.0398 -5.5614 0.7806
C 0.7785 -6.0782 0.5105
C -0.2049 -5.2580 -0.0236
C 0.0677 -3.9241 -0.2897
H 2.0164 3.8122 -3.2011
H 4.2434 4.8355 -3.5252
H 6.2408 3.8697 -2.4056
H 5.9818 1.8431 -1.0186
H 4.6810 -0.1689 -0.5527
H 3.2918 -3.8111 0.7215
H 2.8090 -6.1997 1.1980
H 0.5631 -7.1195 0.7178
H -1.1903 -5.6543 -0.2350
H -0.6895 -3.2678 -0.7001
O -6.1047 -3.7584 -1.8210
C -5.0226 -3.1919 -2.4335
O -4.8708 -3.3890 -3.6128
C -4.1487 -2.3461 -1.6065
C -4.3091 -2.1278 -0.2365
C -3.4601 -1.3218 0.4892
C -2.3561 -0.6615 -0.1179
C -2.2139 -0.8930 -1.5184
C -3.0672 -1.6974 -2.2241
N -1.4558 0.1273 0.4960
C -1.6114 0.4206 1.8834
C -0.4866 -0.1336 2.7241
C -0.6466 -0.2632 4.1004
C 0.4069 -0.7364 4.8549
C 1.5898 -1.0592 4.2069
C 1.6601 -0.9015 2.8360
N 0.6399 -0.4581 2.0939
H -6.1260 -3.4880 -0.8956
H -5.1103 -2.6011 0.3258
H -3.6513 -1.2328 1.5488
H -1.3971 -0.4202 -2.0506
H -2.9166 -1.8462 -3.2853
H -2.5317 0.0031 2.2976
H -1.5838 0.0301 4.5548
H 0.3118 -0.8474 5.9278
H 2.4514 -1.4254 4.7483
H 2.5632 -1.1465 2.2928
S -0.5831 4.6113 2.9577
C -0.4126 3.0963 2.2895
S 1.0498 2.5109 1.6549
S -1.9200 2.1965 2.3079
C 0.3732 4.7225 -0.7328
C -0.9048 3.9711 -0.8525
N -1.0952 2.6693 -0.9432
C -2.4544 2.4910 -1.1058
C -3.0892 3.6886 -1.0852
N -2.0917 4.6213 -0.9200
H 1.2105 4.0616 -0.9165
H 0.4786 5.1422 0.2706
H 0.3982 5.5327 -1.4660
H -2.8932 1.5161 -1.2131
H -4.1279 3.9563 -1.1590
H -2.2027 5.6135 -0.8126
*
```

Calculated total energy = -103951.262 eV
HOMO level = -0.1748 hartree
M = 699.75 g/mol
Gap between HOMO and LUMO = 0.265 Ha